The following is a quantum chemistry calculation of a structure of composition C25H32FO2Ti in a non-equilibrium geometry, from the OMol25 dataset.

```
61
C25H32FO2Ti wB97M-V/def2-TZVPD
O 0.16 2.43 -0.01
C -0.84 3.22 -0.76
C -0.02 4.50 -0.69
H -1.80 3.27 -0.20
H -0.99 2.83 -1.78
C 0.89 3.68 0.23
H -0.53 5.37 -0.26
H 0.42 4.76 -1.66
C 0.80 4.03 1.71
H -0.24 4.20 2.00
H 1.38 4.95 1.91
H 1.25 3.21 2.30
C 2.33 3.64 -0.23
H 2.43 3.42 -1.30
H 2.90 2.90 0.37
H 2.80 4.63 -0.08
Ti 0.41 -1.18 0.72
C 1.40 -3.20 0.73
C 0.47 -3.30 -0.36
C 0.89 -2.40 -1.39
H -0.32 -4.03 -0.48
C 2.14 -1.82 -0.97
C 2.47 -2.36 0.30
H 3.45 -2.29 0.78
H 1.36 -3.72 1.69
H 0.45 -2.34 -2.38
H 2.79 -1.19 -1.57
C 0.57 -1.42 3.08
C 1.76 -0.81 2.57
C 1.39 0.41 1.91
H 2.78 -1.16 2.70
C -0.04 0.56 2.06
C -0.53 -0.57 2.77
H -1.56 -0.70 3.06
H 0.53 -2.35 3.65
H 2.10 1.11 1.49
H -0.64 1.37 1.69
O -0.11 0.31 -1.50
C 0.98 0.85 -2.28
C 0.60 0.83 -3.74
H 1.90 0.31 -2.03
H 1.14 1.88 -1.93
C -0.93 0.70 -3.68
H 1.05 -0.01 -4.26
H 0.93 1.76 -4.22
C -1.24 0.05 -2.34
H -1.31 0.18 -4.56
H -1.37 1.69 -3.66
H -1.38 -1.03 -2.40
H -2.12 0.50 -1.88
F -4.75 -4.98 1.33
C -3.69 -4.10 1.38
C -3.82 -2.87 0.74
C -2.70 -2.01 0.73
C -1.50 -2.48 1.21
C -1.41 -3.69 1.89
C -2.54 -4.51 2.05
H -4.76 -2.57 0.25
H -2.81 -0.98 0.36
H -0.46 -4.06 2.28
H -2.51 -5.42 2.66
```

E_HOMO, eV: -11.260
Energy above the lowest of the compared OMol25 structures with the same formula, charge and spin, kcal per mole: 26.0
Total energy, Eh: -2071.3178
Net charge: +1

Electronic structure analysis, Mulliken charges in units of e: -0.285 -0.002 -0.855 0.329 -0.366 1.364 0.327 0.329 -1.396 0.369 0.453 0.190 -1.546 0.411 0.247 0.452 -0.552 -0.585 -0.246 -0.794 0.547 -0.894 -0.670 0.575 0.776 0.725 0.897 -0.073 -1.026 0.348 0.644 -0.237 -1.195 0.602 0.613 0.386 0.547 0.373 0.483 -0.803 -0.201 -0.345 -0.764 0.336 0.366 -0.711 0.435 0.313 0.411 0.277 -0.323 0.246 -0.792 -0.038 0.703 0.087 -0.833 0.436 0.392 0.094 0.450